No. 1
The following is a quantum chemistry calculation of C19H20ClN3O2 in the gas phase, from the Open Molecules 2025 dataset.

```
45
Properties=species:S:1:pos:R:3:mulliken_charge:R:1
C -1.799 -0.635 1.602 -1.596
C -1.879 -0.316 0.144 0.858
C -2.478 -1.361 -0.766 -1.045
C -1.814 -1.397 -2.116 0.612
C -0.964 -2.442 -2.449 -0.463
C -0.323 -2.467 -3.677 -0.492
C -0.527 -1.443 -4.585 -0.506
C -1.380 -0.400 -4.262 -0.613
C -2.021 -0.378 -3.037 -0.312
N -1.493 0.756 -0.416 -0.640
N -0.958 1.811 0.277 0.257
C -1.404 2.396 1.413 0.655
O -2.404 2.087 2.027 -0.641
C -0.465 3.527 1.868 -0.899
N 0.879 3.024 2.064 -0.112
C 1.748 2.921 1.034 0.554
O 1.535 3.413 -0.056 -0.664
C 2.960 2.051 1.332 -1.378
C 2.458 0.636 1.198 0.627
C 2.345 -0.200 2.301 -0.380
C 1.812 -1.471 2.172 -0.693
C 1.371 -1.900 0.931 0.303
Cl 0.683 -3.476 0.777 -0.210
C 1.471 -1.080 -0.183 -0.465
C 2.016 0.181 -0.041 -0.550
H -1.903 -1.701 1.783 0.377
H -0.842 -0.293 2.001 0.270
H -2.580 -0.097 2.142 0.436
H -3.539 -1.123 -0.886 0.292
H -2.403 -2.338 -0.289 0.464
H -0.802 -3.247 -1.747 0.350
H 0.336 -3.287 -3.923 0.396
H -0.027 -1.459 -5.542 0.395
H -1.546 0.399 -4.970 0.395
H -2.682 0.436 -2.784 0.388
H -0.286 2.321 -0.288 0.410
H -0.423 4.304 1.101 0.328
H -0.845 3.947 2.800 0.407
H 1.047 2.490 2.902 0.298
H 3.352 2.240 2.331 0.424
H 3.728 2.260 0.588 0.340
H 2.684 0.133 3.271 0.382
H 1.729 -2.120 3.030 0.426
H 1.114 -1.417 -1.143 0.518
H 2.089 0.829 -0.901 0.498
```

Values from the calculation:
Structure (SMILES): C/C(Cc1ccccc1)=N\NC(=O)CNC(=O)Cc1ccc(Cl)cc1
Energy above the lowest of the compared OMol25 structures with the same formula, charge and spin: 35.9 kcal/mol
F_max: 0.71 eV/Å
Total energy: -1510.98256 Eh
Kohn-Sham gap: 9.4 eV

---

No. 2
The following is a quantum chemistry calculation of C19H20ClN3O2 in the gas phase, from the Open Molecules 2025 dataset.

```
45
Properties=species:S:1:pos:R:3:mulliken_charge:R:1
C 4.073 -2.923 -3.972 -1.526
C 4.004 -2.949 -2.474 0.804
C 5.031 -3.497 -1.720 -0.731
C 4.975 -3.507 -0.331 0.766
C 6.094 -4.114 0.460 -1.607
C 3.876 -2.962 0.312 -0.966
C 2.837 -2.409 -0.430 0.831
N 1.700 -1.854 0.164 -0.061
C 1.390 -1.735 1.485 0.245
O 2.088 -2.086 2.415 -0.713
C 0.066 -1.123 1.705 0.543
C -0.567 -0.837 2.887 -0.830
C -1.821 -0.293 2.543 -0.567
C -1.871 -0.282 1.179 0.375
C -2.928 0.183 0.235 -0.599
N -2.924 1.627 0.127 0.766
N -2.268 2.384 1.007 -0.812
C -2.481 3.643 0.670 0.435
C -1.908 4.784 1.425 -1.239
C -3.310 3.683 -0.468 0.383
Cl -3.876 5.079 -1.292 -0.262
C -3.582 2.367 -0.795 0.290
C -4.399 1.789 -1.889 -1.457
O -0.732 -0.782 0.662 -0.368
C 2.908 -2.406 -1.820 -0.787
H 4.284 -1.912 -4.320 0.300
H 4.859 -3.580 -4.335 0.366
H 3.126 -3.236 -4.407 0.359
H 5.889 -3.924 -2.218 0.361
H 6.147 -5.187 0.275 0.324
H 7.049 -3.679 0.167 0.355
H 5.947 -3.953 1.524 0.331
H 3.816 -2.962 1.387 0.557
H 1.014 -1.494 -0.487 0.180
H -0.168 -1.003 3.866 0.530
H -2.582 0.054 3.210 0.526
H -2.744 -0.247 -0.755 0.310
H -3.912 -0.149 0.590 0.320
H -2.704 5.374 1.877 0.272
H -1.252 4.408 2.204 0.336
H -1.345 5.434 0.756 0.300
H -5.192 1.157 -1.490 0.324
H -4.848 2.596 -2.463 0.328
H -3.785 1.186 -2.558 0.316
H 2.101 -1.975 -2.397 0.392
```

Values from the calculation:
Structure (SMILES): Cc1cc(C)cc(NC(=O)c2ccc(Cn3nc(C)c(Cl)c3C)o2)c1
Energy above the lowest of the compared OMol25 structures with the same formula, charge and spin: 42.0 kcal/mol
F_max: 1.25 eV/Å
Total energy: -1510.97284 Eh
Kohn-Sham gap: 8.7 eV

---

No. 3
The following is a quantum chemistry calculation of C19H20ClN5O5 in the gas phase, from the Open Molecules 2025 dataset.

```
50
Properties=species:S:1:pos:R:3:mulliken_charge:R:1
O 2.616 0.668 2.972 -0.543
C 2.251 -0.337 2.364 -0.297
C 2.115 -0.331 0.802 0.138
N 1.676 -1.517 0.262 -0.534
C 1.428 -1.728 -1.038 0.213
C 1.841 -0.765 -1.992 1.074
C 2.328 0.464 -1.513 -1.379
C 2.505 0.663 -0.121 1.388
C 3.213 1.931 0.370 -1.046
O 2.365 2.861 0.983 -0.536
C 2.032 -1.129 -3.462 -0.783
C 2.214 -2.632 -3.659 -0.956
C 1.222 -3.478 -2.798 -0.656
N 0.953 -2.951 -1.464 0.349
C -0.269 -3.345 -0.949 -0.044
O -0.478 -4.540 -1.001 -0.649
N -1.142 -2.564 -0.178 0.036
C -1.424 -1.286 -0.424 0.497
N -1.709 -0.953 -1.673 -0.593
C -1.630 0.386 -1.897 -0.562
C -1.534 1.331 -0.889 -0.101
Cl -1.623 2.928 -1.453 -0.202
C -1.424 0.826 0.406 0.741
O -1.414 1.777 1.428 -0.387
C -2.118 1.571 2.662 0.192
C -2.428 2.839 3.450 -0.748
C -3.750 3.183 2.918 -0.609
O -4.360 1.920 2.596 -0.488
C -3.392 0.832 2.479 -0.202
N -1.329 -0.492 0.642 -0.388
H 1.889 -1.188 2.955 0.457
H 2.670 1.163 -2.308 0.303
H 3.659 2.362 -0.522 0.409
H 3.968 1.645 1.078 0.302
H 1.898 2.492 1.743 0.378
H 1.060 -0.872 -3.931 0.212
H 2.852 -0.569 -3.895 0.428
H 2.078 -2.843 -4.726 0.412
H 3.200 -2.986 -3.413 0.378
H 1.382 -4.564 -2.898 0.310
H 0.260 -3.258 -3.341 0.372
H -1.405 -2.980 0.725 0.303
H -1.867 0.649 -2.917 0.498
H -1.442 0.943 3.234 0.331
H -2.528 2.544 4.493 0.363
H -1.624 3.559 3.383 0.351
H -4.297 3.588 3.699 0.412
H -3.677 3.799 2.092 0.324
H -3.316 0.021 3.205 0.339
H -3.493 0.365 1.521 0.192
```

Values from the calculation:
Structure (SMILES): O=Cc1nc2c(cc1CO)CCCN2C(=O)Nc1ncc(Cl)c(O[C@H]2CCOC2)n1
Energy above the lowest of the compared OMol25 structures with the same formula, charge and spin: 34.7 kcal/mol
F_max: 3.56 eV/Å
Total energy: -1846.12850 Eh
Kohn-Sham gap: 8.6 eV

---

No. 4
The following is a quantum chemistry calculation of C19H20ClN9O in the gas phase, from the Open Molecules 2025 dataset.

```
50
Properties=species:S:1:pos:R:3:mulliken_charge:R:1
C -2.685 -1.458 0.524 -1.765
C -1.289 -0.979 0.747 0.487
N -1.305 -0.436 2.142 -0.216
C -0.318 -0.670 3.062 0.379
N 0.479 -1.679 2.932 -0.655
C 1.516 -1.803 3.852 -0.161
N 1.706 -1.037 4.871 -1.167
N 0.828 0.004 5.027 0.794
C 0.815 0.965 6.015 -0.183
C -0.176 1.839 5.637 -0.471
N -0.829 1.420 4.480 -0.667
C -0.194 0.291 4.146 0.725
C -0.941 0.132 -0.260 0.261
N -1.279 1.340 0.093 -0.386
C -0.929 2.399 -0.740 -0.381
C -1.136 3.693 -0.258 -0.126
C -0.779 4.824 -0.999 -0.800
C -0.203 4.622 -2.232 -0.230
C 0.033 3.377 -2.759 -0.245
Cl 0.727 3.341 -4.361 -0.184
C -0.338 2.228 -1.985 0.308
C -0.094 0.843 -2.396 0.864
O 0.352 0.552 -3.513 -0.633
N -0.289 -0.178 -1.474 0.207
N 0.181 -1.532 -1.693 0.040
C 1.568 -1.897 -1.291 -0.645
C 2.515 -1.982 -2.476 -0.689
N 1.904 -2.839 -3.517 -0.509
C 0.533 -2.561 -3.930 -0.643
C -0.427 -2.343 -2.742 -0.851
H -2.871 -2.395 1.095 0.386
H -3.404 -0.725 0.815 0.409
H -2.841 -1.656 -0.540 0.345
H -0.594 -1.842 0.655 0.268
H -1.774 0.465 2.284 0.352
H 2.200 -2.637 3.763 0.427
H 1.492 1.048 6.849 0.434
H -0.492 2.726 6.209 0.401
H -1.584 3.796 0.715 0.496
H -0.938 5.867 -0.650 0.341
H 0.083 5.460 -2.859 0.427
H 1.948 -1.175 -0.570 0.396
H 1.483 -2.862 -0.789 0.356
H 2.710 -0.997 -2.911 0.306
H 3.459 -2.402 -2.172 0.426
H 2.501 -2.839 -4.354 0.270
H 0.130 -3.404 -4.511 0.332
H 0.590 -1.663 -4.539 0.333
H -0.677 -3.311 -2.268 0.444
H -1.367 -1.931 -3.128 0.393
```

Values from the calculation:
Structure (SMILES): C[C@H](Nc1ncnn2ccnc12)c1nc2cccc(Cl)c2c(=O)n1N1CCNCC1
Energy above the lowest of the compared OMol25 structures with the same formula, charge and spin: 2.4 kcal/mol
F_max: 3.38 eV/Å
Total energy: -1764.23378 Eh
Kohn-Sham gap: 8.7 eV

---

No. 5
The following is a quantum chemistry calculation of C19H20ClNO2 in the gas phase, from the Open Molecules 2025 dataset.

```
43
Properties=species:S:1:pos:R:3:mulliken_charge:R:1
C 0.931 2.772 0.480 -1.022
O 0.094 1.642 0.414 -0.178
C -1.234 1.836 0.184 0.548
C -1.799 3.071 -0.123 -0.646
C -3.166 3.196 -0.294 -0.720
C -3.992 2.099 -0.142 -0.861
C -3.433 0.867 0.154 -0.160
C -2.064 0.710 0.299 -0.012
C -1.470 -0.644 0.602 -0.515
N -1.242 -1.438 -0.594 0.235
C -2.350 -1.545 -1.518 -1.165
C -0.171 -2.242 -0.799 -0.066
O -0.097 -2.982 -1.764 -0.675
C 0.941 -2.187 0.230 1.057
C 1.896 -1.061 0.060 0.670
C 1.910 -0.342 -1.134 -0.142
C 2.842 0.652 -1.359 -0.877
C 3.776 0.944 -0.379 0.262
Cl 4.941 2.198 -0.646 -0.230
C 3.781 0.247 0.818 -0.979
C 2.847 -0.750 1.028 -0.523
C 1.517 -3.536 0.605 -0.772
C 0.645 -2.808 1.572 -0.615
H 1.901 2.400 0.805 0.155
H 0.560 3.502 1.206 0.506
H 1.040 3.250 -0.498 0.378
H -1.177 3.945 -0.233 0.438
H -3.583 4.162 -0.535 0.392
H -5.060 2.197 -0.253 0.392
H -4.076 0.009 0.283 0.397
H -0.522 -0.499 1.117 0.602
H -2.162 -1.189 1.261 0.313
H -2.585 -0.572 -1.950 0.325
H -3.235 -1.935 -1.009 0.300
H -2.058 -2.234 -2.308 0.443
H 1.194 -0.575 -1.906 0.512
H 2.848 1.195 -2.291 0.446
H 4.513 0.479 1.576 0.406
H 2.875 -1.291 1.961 0.313
H 1.120 -4.398 0.093 0.270
H 2.578 -3.586 0.800 0.274
H 1.082 -2.376 2.460 0.261
H -0.356 -3.184 1.729 0.262
```

Values from the calculation:
Structure (SMILES): COc1ccccc1CN(C)C(=O)C1(c2ccc(Cl)cc2)CC1
Energy above the lowest of the compared OMol25 structures with the same formula, charge and spin: 5.7 kcal/mol
F_max: 0.53 eV/Å
Total energy: -1401.42458 Eh
Kohn-Sham gap: 9.4 eV